A gas-phase ion, C4H2IO3 (charge -1) at a distorted geometry. Source: OMol25; level of theory: ωB97M-V/def2-TZVPD.

SMILES = O=C/C(I)=C\C(=O)[O-]
gap between HOMO and LUMO = 7.84 eV
total charge = -1
spin multiplicity = 1
LUMO level = 2.8 eV

Structure (XYZ):
```
10
C4H2IO3 ωB97M-V/def2-TZVPD
O 1.538 -2.323 0.139
C 0.670 -1.485 0.107
C 0.868 -0.052 -0.016
I 3.022 0.413 -0.030
C -0.033 0.907 -0.110
C -1.647 0.788 -0.029
O -2.112 -0.313 -0.296
O -2.160 1.858 0.291
H -0.407 -1.734 0.159
H 0.260 1.942 -0.213
```

Atom charges from the Mulliken analysis, given in e for atoms 1 to 6: O -0.53; C 0.22; C -0.13; I -0.09; C -0.31; C 0.47

2 unconnected molecules or ions with the total composition C4H2IPS at a distorted geometry. Source: OMol25; level of theory: ωB97M-V/def2-TZVPD.

gap between HOMO and LUMO (spin up / spin down) = 7.28 / 6.25 eV
total charge = 0
spin multiplicity = 3
LUMO level (spin up / spin down) = -0.7 / -2.6 eV

Structure (XYZ):
```
9
C4H2IPS ωB97M-V/def2-TZVPD
C 1.767 -0.642 -1.350
C -0.516 1.564 1.647
C 0.786 0.124 -1.214
C -0.760 1.588 0.447
P -0.595 1.243 -1.306
S -2.022 -1.807 -0.600
I -0.625 -2.427 1.165
H 2.215 -1.580 -1.433
H -0.250 1.938 2.645
```

Atom charges from the Mulliken analysis, given in e for atoms 1 to 6: C 0.02; C -0.01; C -0.40; C -0.32; P 0.01; S -0.17

A molecular structure, C4H2KO4 at a distorted geometry. Source: OMol25; level of theory: ωB97M-V/def2-TZVPD.

gap between HOMO and LUMO (spin up / spin down) = 6.62 / 6.43 eV
total charge = 0
spin multiplicity = 2
LUMO level (spin up / spin down) = -0.9 / -0.9 eV

Structure (XYZ):
```
11
C4H2KO4 ωB97M-V/def2-TZVPD
C -0.888 -0.630 -0.482
C -1.116 0.849 -0.253
O -2.684 0.457 -0.483
C -2.210 -0.808 -0.557
O 0.209 -1.396 -0.248
H -0.871 1.524 -1.082
H -1.120 1.252 0.766
C 1.312 -0.758 0.261
O 1.198 0.477 0.497
O 2.368 -1.407 0.241
K 3.803 0.441 1.340
```

Atom charges from the Mulliken analysis, given in e for atoms 1 to 6: C 0.45; C -0.12; O -0.38; C -0.19; O -0.40; H 0.21

C4H2N2O in the gas phase at a distorted geometry. Source: OMol25; level of theory: ωB97M-V/def2-TZVPD.

SMILES = N#CC#CC(N)=O
gap between HOMO and LUMO = 10.45 eV
total charge = 0
spin multiplicity = 1
LUMO level = -0.4 eV

Structure (XYZ):
```
9
C4H2N2O ωB97M-V/def2-TZVPD
N -0.854 -2.712 0.742
C -0.873 -2.286 -0.335
C -0.690 -1.256 -1.255
C -0.286 -0.141 -0.996
C 0.291 1.099 -0.487
N 0.542 1.076 0.852
O 0.530 2.026 -1.228
H 0.334 0.305 1.473
H 1.007 1.887 1.233
```

Atom charges from the Mulliken analysis, given in e for atoms 1 to 6: N -0.39; C 0.45; C -0.14; C 0.17; C 0.34; N -0.36

C4H2N2O in the gas phase at a distorted geometry. Source: OMol25; level of theory: ωB97M-V/def2-TZVPD.

SMILES = C#Cc1cnno1
gap between HOMO and LUMO = 9.95 eV
total charge = 0
spin multiplicity = 1
LUMO level = 0.0 eV

Structure (XYZ):
```
9
C4H2N2O ωB97M-V/def2-TZVPD
C -0.390 0.121 2.459
C -0.198 0.148 1.265
C 0.021 0.119 -0.143
C -0.597 -0.326 -1.297
N 0.394 -0.303 -2.235
N 1.492 0.210 -1.735
O 1.331 0.450 -0.474
H -0.436 0.341 3.495
H -1.618 -0.760 -1.333
```

Atom charges from the Mulliken analysis, given in e for atoms 1 to 6: C 0.10; C -0.58; C 0.38; C -0.24; N -0.33; N -0.10

C4H2N2O2P2 in the gas phase at a distorted geometry. Source: OMol25; level of theory: ωB97M-V/def2-TZVPD.

SMILES = O=P1=P(=O)c2nccnc21
gap between HOMO and LUMO (spin up / spin down) = 6.55 / 6.55 eV
total charge = 0
spin multiplicity = 1
LUMO level (spin up / spin down) = -2.2 / -2.2 eV

Structure (XYZ):
```
12
C4H2N2O2P2 ωB97M-V/def2-TZVPD
O 2.982 -1.758 0.374
P 2.297 -0.804 -0.513
P 2.041 1.670 0.045
O 2.668 1.951 1.285
C 0.267 0.898 0.205
N -0.912 1.273 0.242
C -1.945 0.340 0.137
C -1.789 -0.912 -0.392
N -0.544 -1.368 -0.701
C 0.513 -0.830 -0.340
H -2.867 0.862 0.449
H -2.710 -1.322 -0.791
```

Atom charges from the Mulliken analysis, given in e for atoms 1 to 6: O -0.47; P 0.25; P 0.21; O -0.41; C 0.32; N -0.41

2 unconnected molecules or ions with the total composition C4H2N2S at a distorted geometry. Source: OMol25; level of theory: ωB97M-V/def2-TZVPD.

gap between HOMO and LUMO (spin up / spin down) = 7.25 / 7.25 eV
total charge = 0
spin multiplicity = 1
LUMO level (spin up / spin down) = -2.0 / -2.0 eV

Structure (XYZ):
```
9
C4H2N2S ωB97M-V/def2-TZVPD
C 1.260 1.049 -0.978
C -1.067 -1.115 0.620
C 1.083 -0.176 -0.432
C -0.969 0.199 0.747
N 1.211 2.118 -1.474
N -0.865 -2.227 0.334
S 1.406 -1.670 -0.507
H -1.334 1.069 0.031
H -0.726 0.753 1.658
```

Atom charges from the Mulliken analysis, given in e for atoms 1 to 6: C 0.50; C 0.77; C 0.11; C -0.93; N -0.37; N -0.58

A gas-phase ion, C4H2NO4S (charge -1) at a distorted geometry. Source: OMol25; level of theory: ωB97M-V/def2-TZVPD.

gap between HOMO and LUMO = 9.03 eV
total charge = -1
spin multiplicity = 1
LUMO level = 3.3 eV

Structure (XYZ):
```
12
C4H2NO4S ωB97M-V/def2-TZVPD
C -1.225 -0.716 -0.031
C -2.142 0.161 0.203
C 0.022 -0.007 -0.335
C -1.344 1.518 0.273
N -0.068 1.289 0.052
O 3.727 -0.890 -1.228
O 1.079 -0.708 -0.608
O -1.918 2.582 0.550
O 3.133 -1.217 1.011
S 3.045 -0.297 -0.094
H -1.181 -1.752 -0.152
H -3.128 0.036 0.359
```

Atom charges from the Mulliken analysis, given in e for atoms 1 to 6: C -0.42; C -0.56; C 0.81; C 0.31; N -0.54; O -0.52

> Which formula does entry 2 have?

C4H2IPS